{"formula": "C42H46IN7O2PPb", "method": "wB97M-V/def2-TZVPD", "elements": ["Pb", "C", "C", "C", "C", "C", "C", "C", "N", "C", "N", "C", "C", "C", "C", "C", "C", "C", "N", "C", "C", "C", "C", "C", "C", "C", "H", "H", "H", "H", "H", "H", "H", "H", "H", "H", "H", "H", "H", "H", "H", "H", "H", "H", "H", "H", "H", "H", "O", "C", "O", "C", "P", "C", "C", "C", "C", "C", "C", "C", "C", "C", "C", "C", "C", "H", "H", "H", "H", "H", "H", "H", "H", "H", "H", "H", "H", "C", "N", "C", "N", "C", "N", "C", "N", "C", "C", "H", "H", "H", "H", "H", "H", "H", "H", "H", "H", "H", "H", "I"], "coordinates": [[-0.145, 0.416, -0.022], [1.550, -3.735, 3.538], [0.874, -3.334, 4.856], [0.352, -4.408, 5.555], [-0.328, -4.172, 6.718], [-0.488, -2.853, 7.238], [0.091, -1.822, 6.496], [0.686, -2.058, 5.279], [0.985, -0.958, 4.391], [0.238, -0.630, 3.259], [-1.108, -1.002, 3.306], [-1.914, -1.410, 2.259], [-1.677, -1.079, 0.888], [-2.598, -1.579, -0.019], [-3.763, -2.288, 0.350], [-4.021, -2.541, 1.677], [-3.051, -2.175, 2.653], [-3.243, -2.659, 4.087], [0.789, -0.003, 2.291], [2.173, 0.367, 2.394], [3.068, -0.467, 1.849], [4.399, -0.042, 1.747], [4.894, 1.156, 2.237], [3.920, 1.990, 2.852], [2.588, 1.596, 2.856], [1.524, 2.483, 3.342], [1.590, -4.801, 3.359], [2.509, -3.317, 3.505], [1.083, -3.337, 2.639], [0.448, -5.459, 5.212], [-0.608, -5.021, 7.321], [-0.991, -2.613, 8.188], [0.019, -0.781, 6.884], [1.973, -0.967, 4.133], [-1.259, -1.522, 4.164], [-2.357, -1.389, -1.072], [-4.529, -2.522, -0.355], [-5.001, -3.022, 1.921], [-4.195, -3.197, 3.995], [-3.467, -1.726, 4.815], [-2.537, -3.391, 4.404], [2.723, -1.383, 1.379], [5.125, -0.693, 1.204], [5.901, 1.504, 2.133], [4.137, 3.038, 3.101], [1.824, 3.532, 3.309], [1.277, 2.323, 4.463], [0.660, 2.345, 2.784], [-3.201, 3.851, 0.329], [-2.740, 2.686, 0.182], [-1.727, 2.152, 0.693], [-3.554, 1.739, -0.833], [-2.581, 0.858, -2.024], [-2.203, 1.956, -3.461], [-2.623, 3.247, -3.563], [-2.186, 4.119, -4.605], [-1.340, 3.573, -5.546], [-0.925, 2.244, -5.521], [-1.338, 1.445, -4.474], [-3.885, -0.226, -2.827], [-3.356, -1.465, -3.194], [-4.202, -2.457, -3.650], [-5.539, -2.178, -3.830], [-5.996, -0.883, -3.570], [-5.219, 0.091, -3.030], [-4.332, 2.276, -1.333], [-4.091, 0.889, -0.254], [-3.293, 3.681, -2.822], [-2.445, 5.188, -4.705], [-0.878, 4.212, -6.297], [-0.176, 1.949, -6.243], [-0.946, 0.438, -4.422], [-2.254, -1.609, -3.185], [-3.980, -3.443, -3.941], [-6.110, -2.947, -4.205], [-7.070, -0.591, -3.635], [-5.592, 1.093, -2.805], [2.645, 2.440, -4.009], [3.956, 1.948, -4.429], [4.078, 0.499, -4.243], [3.810, 0.064, -2.832], [2.476, 0.579, -2.422], [2.392, 2.041, -2.536], [3.521, 2.588, -1.694], [4.797, 2.149, -2.103], [4.964, 2.515, -3.467], [4.810, 0.697, -2.029], [1.848, 1.965, -4.683], [2.558, 3.520, -4.099], [5.118, 0.213, -4.534], [3.276, 0.018, -4.869], [2.225, 0.293, -1.424], [1.738, 0.141, -3.103], [3.194, 2.224, -0.696], [3.547, 3.677, -1.844], [5.956, 2.125, -3.780], [4.997, 3.602, -3.551], [4.617, 0.378, -0.947], [5.785, 0.432, -2.451], [1.348, -2.389, -1.046]], "forces_ev_per_angstrom": [[-0.3, -0.4, 0.3], [-1.3, 0.8, 0.0], [0.4, -2.7, -2.6], [-0.1, -0.6, 0.5], [-0.3, 0.9, 1.8], [0.8, -0.6, -0.7], [-1.2, 1.1, 1.5], [-0.4, 1.2, -0.8], [1.0, -0.2, 0.4], [-0.9, -0.6, 0.3], [2.5, 0.2, 1.4], [-1.7, -0.5, -1.7], [-0.3, -0.1, 1.1], [-0.2, -0.5, -0.2], [0.7, 1.0, 0.0], [0.4, 0.0, 0.7], [0.1, -0.1, -0.5], [-2.4, 2.6, -0.2], [0.1, 0.7, 0.0], [-1.6, -0.3, -0.1], [2.1, -0.9, -1.1], [1.8, -1.3, -0.8], [-2.3, 0.5, 0.8], [0.4, -0.1, -1.2], [0.1, 0.9, 0.9], [0.8, 1.3, 3.2], [0.1, -0.2, 0.4], [1.8, 0.4, 0.0], [-0.4, 0.3, 0.0], [0.1, 1.0, 0.1], [-0.5, -0.1, 0.0], [0.3, -0.4, -0.6], [0.0, -0.8, -0.6], [-0.3, 0.3, 0.2], [-0.3, 0.2, -0.2], [-0.5, -0.4, 0.7], [-0.2, -0.2, -0.7], [1.1, 0.3, 0.2], [0.1, 0.0, 0.6], [0.9, -2.3, -1.2], [1.0, -0.1, 0.6], [0.2, 0.0, 0.0], [-0.7, 0.4, 0.5], [0.4, -0.2, -0.2], [0.1, -0.6, 0.2], [0.0, 0.0, -0.2], [0.3, -0.1, -1.7], [-1.8, -0.1, -0.9], [0.9, -2.0, -0.1], [-1.7, 1.3, -1.1], [0.5, 0.0, 0.4], [-0.7, -0.3, 1.9], [0.3, -0.6, -1.4], [0.7, -0.9, -0.4], [-0.6, 2.4, -0.4], [0.0, -0.9, 0.3], [0.5, 0.7, -0.5], [-0.2, 0.4, 0.7], [-0.2, 0.1, 0.3], [1.9, 0.3, 0.4], [0.6, -0.1, -0.4], [-0.8, 0.7, -0.3], [1.1, 2.3, 0.8], [-2.8, -0.4, 0.0], [1.3, 0.5, 0.3], [-0.6, 0.7, -0.1], [1.0, 1.3, -0.6], [0.2, -0.2, 0.1], [-0.1, -0.8, 0.5], [-0.3, 0.0, 0.0], [-0.1, -0.4, 0.0], [-0.1, -0.1, 0.2], [-0.9, -0.1, 0.3], [1.2, -1.0, -0.1], [-1.7, -1.3, -0.7], [0.7, -0.7, -0.4], [0.0, -0.4, 0.0], [-1.0, -2.1, 1.0], [1.0, 0.8, 0.9], [-1.6, -0.6, 0.1], [-0.3, 0.4, -1.2], [0.4, 0.5, -1.8], [0.6, 0.8, -1.5], [-2.6, 0.5, -0.2], [0.2, -0.8, 0.6], [1.1, 0.1, -1.7], [0.4, -0.7, 1.6], [1.0, 0.6, 1.1], [0.2, 0.1, 0.0], [-0.9, -0.1, 0.1], [1.0, 0.2, 0.3], [0.3, -0.3, 0.6], [0.0, -0.1, 0.2], [0.9, 0.7, -0.1], [-0.5, -0.1, 0.7], [-0.4, 0.3, 0.0], [-0.2, 0.1, -0.1], [0.7, 0.4, -1.3], [0.1, -0.6, 0.6], [-0.2, -0.2, 0.1]], "lowdin_charge": [1.0683, -0.0055, -0.1991, -0.0655, -0.0912, -0.0637, -0.0386, -0.2443, 0.1435, -0.3406, 0.1511, -0.2209, -0.2703, -0.2033, -0.0963, -0.0733, -0.2129, -0.0647, 0.0228, -0.3190, -0.0720, -0.1037, -0.0759, -0.0301, -0.2488, -0.0380, 0.0782, 0.0569, 0.0748, 0.1261, 0.0938, 0.1038, 0.1280, 0.1335, 0.0973, 0.0045, 0.0833, 0.1126, 0.0576, 0.1338, 0.0517, 0.0310, 0.1131, 0.0902, 0.1117, 0.0799, 0.1209, 0.0428, -0.0465, -0.7004, -0.2329, -0.2884, 0.9881, -0.3412, -0.0841, -0.0697, -0.1255, -0.1111, -0.0900, -0.3327, -0.1223, -0.0819, -0.0863, -0.1012, -0.0948, 0.0472, 0.1236, 0.1019, 0.1069, 0.0956, 0.0956, 0.0976, 0.1135, 0.0911, 0.0714, 0.1111, 0.1119, -0.1444, -0.1015, -0.1694, -0.0765, -0.3207, -0.0688, -0.1869, -0.1169, -0.2039, -0.2046, 0.1199, 0.1098, 0.1248, 0.1320, -0.0730, 0.0914, 0.1305, 0.1230, 0.1237, 0.1198, 0.1338, 0.1173, -0.1398], "e_homo_ev": -4.8, "e_lumo_ev": 2.392, "multiplicity": 1, "gap_ev": 7.229, "charge": -1}